Computed, not measured: a molecular structure, C36H49N5P2SiTc at a distorted geometry, with wB97M-V/def2-TZVPD.

Each line ends with the Löwdin charge.
Cartesian coordinates (Å):
Tc -1.052 -0.870 2.887  1.442
C -1.396 -2.649 1.642  -0.237
C -0.054 -2.171 1.526  -0.270
C 0.387 -1.370 0.318  -0.202
C -0.078 0.103 0.252  -0.201
C -1.053 0.532 1.326  -0.308
C -2.356 -0.040 1.462  -0.273
C -2.923 -0.999 0.426  -0.166
C -2.424 -2.450 0.551  -0.169
C -1.296 0.757 4.184  -0.247
H -1.563 -3.554 2.243  0.109
H 0.748 -2.785 1.954  0.113
H 0.089 -1.912 -0.587  0.094
H 1.489 -1.375 0.311  0.119
H 0.825 0.732 0.341  0.108
H -0.460 0.328 -0.756  0.097
H -0.911 1.568 1.645  0.110
H -3.122 0.576 1.948  0.106
H -2.746 -0.624 -0.593  0.117
H -4.013 -1.007 0.554  0.108
H -3.281 -3.098 0.786  0.108
H -2.048 -2.806 -0.421  0.121
H -1.233 0.447 5.241  0.006
H -2.261 1.267 4.044  0.004
H -0.511 1.522 4.024  0.016
P 0.946 3.286 -2.791  1.106
P 3.071 0.709 -2.840  1.061
N -0.641 3.730 -3.412  -0.236
N 1.597 4.953 -3.093  -0.256
N 2.105 -0.508 -3.704  -0.261
N 4.632 -0.022 -3.256  -0.278
C 1.592 2.576 -4.368  -0.403
C 3.001 1.975 -4.196  -0.389
C -1.812 3.615 -2.654  -0.018
C -2.885 4.054 -3.421  0.012
C -2.364 4.456 -4.695  0.024
C -0.993 4.234 -4.669  -0.011
C 2.160 5.705 -2.060  -0.118
C 2.635 6.904 -2.580  -0.050
C 2.382 6.886 -3.990  -0.038
C 1.745 5.682 -4.277  -0.126
C 1.106 -1.169 -2.984  -0.165
C 0.382 -1.985 -3.845  -0.080
C 0.920 -1.789 -5.155  -0.067
C 1.952 -0.861 -5.047  -0.152
C 5.066 -0.678 -4.416  -0.130
C 6.445 -0.840 -4.353  -0.066
C 6.885 -0.241 -3.123  -0.084
C 5.769 0.266 -2.478  -0.157
H 1.617 3.329 -5.170  0.064
H 0.867 1.804 -4.669  0.085
H 3.339 1.544 -5.153  0.085
H 3.718 2.760 -3.896  0.088
H -1.748 3.213 -1.650  0.125
H -3.919 4.077 -3.112  0.123
H -2.920 4.858 -5.535  0.130
H -0.261 4.373 -5.449  0.111
H 2.173 5.295 -1.059  0.104
H 3.104 7.694 -2.020  0.106
H 2.638 7.648 -4.713  0.112
H 1.419 5.307 -5.233  0.084
H 1.034 -0.972 -1.928  0.037
H -0.430 -2.635 -3.552  0.093
H 0.584 -2.273 -6.063  0.104
H 2.582 -0.440 -5.818  0.099
H 4.371 -1.003 -5.174  0.079
H 7.061 -1.319 -5.094  0.099
H 7.905 -0.194 -2.765  0.098
H 5.650 0.791 -1.546  0.089
C -4.511 -0.963 3.948  -0.159
Si -3.522 -2.305 4.790  0.432
C -3.868 -2.088 6.619  -0.152
C -4.130 -3.961 4.166  -0.148
N -1.783 -2.136 4.421  -0.127
C -0.835 -2.897 5.065  -0.329
C 0.549 -2.649 4.832  -0.034
C 1.518 -3.491 5.384  -0.043
C 1.140 -4.545 6.226  -0.028
C -0.217 -4.781 6.499  -0.030
C -1.192 -3.967 5.934  -0.014
H -5.488 -0.937 4.458  0.057
H -4.673 -1.200 2.888  0.027
H -4.039 0.022 4.041  0.013
H -4.962 -2.133 6.745  0.053
H -3.415 -2.853 7.262  0.032
H -3.524 -1.101 6.961  0.048
H -4.061 -4.006 3.072  0.027
H -3.580 -4.814 4.583  0.036
H -5.189 -4.056 4.452  0.056
H 0.847 -1.782 4.212  0.091
H 2.577 -3.318 5.156  0.123
H 1.898 -5.194 6.676  0.126
H -0.527 -5.598 7.153  0.126
H -2.246 -4.162 6.153  0.080

As for the spin multiplicity: 4. The value obtained for the electronic energy is -2727.24366 Eh. The total charge is +2. The LUMO energy (alpha / beta) comes out at -0.2476 / -0.3345 Ha. The value obtained for the gap between HOMO and LUMO (alpha / beta) is 5.2 / 2.8 eV.

***

Computed, not measured: a molecular structure, C36H50BN6OPd at a distorted geometry, with wB97M-V/def2-TZVPD.

Each line ends with the Löwdin charge.
Cartesian coordinates (Å):
Pd -0.600 0.289 0.146  0.818
C 4.298 -1.344 1.862  -0.035
C 2.862 -1.022 2.112  -0.276
C 2.135 -1.185 3.272  0.012
C 0.838 -0.714 2.978  -0.242
N 0.808 -0.300 1.719  0.040
N 2.038 -0.484 1.189  0.024
B 2.328 -0.190 -0.306  -0.486
N 1.389 -1.106 -1.159  0.030
N 0.252 -1.598 -0.597  0.046
C -0.144 -2.639 -1.326  -0.248
C 0.747 -2.816 -2.397  0.015
C 1.708 -1.835 -2.251  -0.278
C 2.889 -1.573 -3.123  -0.023
C -1.205 -3.598 -0.835  -0.533
C -0.583 -4.368 0.344  -0.043
C -1.606 -4.570 -1.945  -0.055
C -2.448 -2.866 -0.327  -0.037
N 2.147 1.339 -0.554  0.017
N 1.401 2.063 0.318  0.109
C 1.792 3.329 0.217  -0.245
C 2.790 3.436 -0.775  0.009
C 2.989 2.154 -1.235  -0.291
C 3.930 1.697 -2.301  -0.031
C 1.319 4.422 1.155  -0.543
C 1.122 3.796 2.543  -0.053
C -0.008 5.039 0.700  -0.051
C 2.369 5.535 1.229  -0.072
C -0.348 -0.683 3.917  -0.546
C -0.016 0.245 5.093  -0.046
C -1.609 -0.169 3.223  -0.067
C -0.612 -2.107 4.424  -0.048
H 4.748 -1.731 2.775  0.072
H 4.847 -0.456 1.546  0.080
H 4.398 -2.096 1.077  0.077
H 2.496 -1.590 4.203  0.101
H 3.466 -0.487 -0.549  0.105
H 0.696 -3.556 -3.178  0.104
H 3.054 -2.419 -3.788  0.077
H 3.792 -1.410 -2.535  0.062
H 2.725 -0.681 -3.732  0.073
H 0.319 -4.901 0.033  0.083
H -1.298 -5.091 0.744  0.079
H -0.308 -3.668 1.135  0.073
H -0.769 -5.205 -2.244  0.076
H -1.954 -4.017 -2.820  0.085
H -2.417 -5.214 -1.600  0.082
H -2.156 -2.029 0.304  0.050
H -3.072 -3.548 0.255  0.089
H -3.035 -2.476 -1.157  0.073
H 3.313 4.318 -1.107  0.096
H 4.641 2.491 -2.526  0.075
H 3.393 1.452 -3.219  0.071
H 4.479 0.809 -1.988  0.058
H 0.397 2.985 2.464  0.068
H 0.760 4.541 3.257  0.078
H 2.061 3.377 2.912  0.085
H -0.762 4.262 0.618  0.053
H 0.105 5.534 -0.268  0.082
H -0.346 5.781 1.431  0.079
H 3.342 5.138 1.524  0.084
H 2.058 6.282 1.962  0.078
H 2.474 6.039 0.266  0.073
H 0.151 1.260 4.729  0.081
H 0.887 -0.086 5.610  0.076
H -0.842 0.262 5.809  0.079
H -1.456 0.832 2.819  0.069
H -2.437 -0.140 3.936  0.086
H -1.886 -0.829 2.400  0.061
H 0.270 -2.524 4.913  0.074
H -0.876 -2.757 3.588  0.078
H -1.439 -2.106 5.138  0.080
C -1.146 2.455 -1.926  -0.016
C -1.758 1.700 -0.750  -0.596
O -1.733 2.221 0.412  -0.103
H -1.055 3.503 -1.646  0.068
H -1.767 2.368 -2.818  0.078
H -0.147 2.083 -2.160  0.064
C -3.125 -1.212 -4.832  -0.115
C -1.850 -0.831 -4.409  -0.098
C -1.675 -0.283 -3.153  -0.055
C -2.752 -0.113 -2.273  -0.137
C -2.602 0.531 -0.974  -0.205
C -3.655 0.325 -0.031  -0.068
C -4.854 -0.245 -0.406  -0.109
C -5.085 -0.644 -1.718  -0.083
C -4.033 -0.613 -2.658  -0.202
C -4.192 -1.120 -3.968  -0.056
H -3.268 -1.610 -5.830  0.089
H -0.998 -0.939 -5.070  0.093
H -0.677 -0.018 -2.826  0.096
H -3.535 0.748 0.956  0.096
H -5.646 -0.361 0.326  0.094
H -6.058 -1.014 -2.019  0.090
H -5.178 -1.449 -4.275  0.100

The value obtained for the electronic energy is -1958.46629 Eh. The total charge is -1. The LUMO energy (alpha / beta) comes out at 0.0950 / 0.0950 Ha. The value obtained for the gap between HOMO and LUMO (alpha / beta) is 5.3 / 6.0 eV.